(1)
The following is a DFT calculation (ωB97M-V/def2-TZVPD) of 2 unconnected molecules or ions with the total composition C8H9IN.

Geometry as XYZ:
```
19
Properties=species:S:1:pos:R:3:forces:R:3
C 1.21187 1.54210 2.16526 0.590 -0.186 -1.631
C 0.45852 0.37068 2.60231 1.217 1.724 -3.454
C 1.56503 1.81688 0.77402 -4.075 -4.839 2.733
C -0.03631 -0.44328 1.61579 0.549 -2.384 -0.897
C 0.98602 0.88660 -0.10951 0.623 1.092 -0.079
C -1.05678 -1.46985 -2.97197 -0.533 -0.246 0.130
C -0.66724 -0.54598 -1.99216 -0.279 -0.937 -1.585
C -0.37884 -0.95614 -0.67593 -2.033 -2.522 -2.732
N 0.19085 -0.16194 0.24398 0.752 1.081 3.443
I -3.50601 0.07754 0.58533 0.071 -0.025 -0.033
H 1.70419 2.24107 2.81523 -0.254 -0.144 0.897
H 0.37603 0.01947 3.57840 -0.110 0.046 1.651
H 2.21227 2.54392 0.44585 1.217 1.622 -0.514
H -0.38300 -1.56109 1.78069 0.246 2.817 -0.189
H 1.19437 0.94307 -1.16212 -0.027 -0.020 -0.226
H -1.19661 -1.20504 -4.04355 0.153 0.192 1.106
H -1.36741 -2.53111 -2.77979 0.718 1.092 0.209
H -0.62488 0.48287 -2.37838 0.378 -0.325 0.655
H -0.68207 -2.04977 -0.49347 0.799 1.962 0.516
```
Forces are in eV/Å.

Computed properties:
Kohn-Sham gap (alpha / beta): 7.8 / 5.5 eV
M: 246.1 g/mol
Charge: +1
HOMO level (alpha / beta): -13.26 / -11.82 eV

Here are the Löwdin charges for atoms 1 to 6, given in e: 0.05 0.00 0.05 -0.05 0.01 0.08

***

(2)
The following is a DFT calculation (ωB97M-V/def2-TZVPD) of 2 unconnected molecules or ions with the total composition C8H9IN2.

Geometry as XYZ:
```
20
Properties=species:S:1:pos:R:3:forces:R:3
C -0.05776 1.78350 2.17528 -0.034 2.154 -0.156
C -0.38636 2.11539 0.80513 2.224 -0.134 1.206
C 0.08164 0.50431 2.69431 -0.832 0.810 -0.774
C -0.19049 -0.46191 1.81394 0.303 -3.221 -2.725
C -0.13158 0.74317 -1.64179 0.444 5.500 3.162
C -0.14947 1.02580 -0.03125 0.052 -2.575 -4.688
C -0.19285 -1.52792 -1.67533 -1.720 -0.631 0.230
C 0.34276 -1.49003 -0.31599 0.652 0.995 0.831
N -0.56442 -0.37308 -2.18238 -0.399 -1.898 -0.108
N -0.04458 -0.24914 0.39986 -0.324 0.760 4.836
I 1.97493 -1.57776 -3.95649 0.348 -0.152 -0.133
H 0.08965 2.55255 2.96058 -0.367 0.039 -1.042
H -0.37905 3.19423 0.47829 -0.427 -1.509 0.213
H 0.24076 0.32546 3.73173 -0.109 -0.142 0.593
H -0.47716 -1.52769 2.04189 0.752 1.284 0.201
H 0.06798 1.57406 -2.30360 -0.379 0.106 -0.057
H -0.50917 -2.48530 -2.06205 -0.117 0.127 -0.497
H 1.42852 -1.72576 -0.33695 -0.231 0.706 0.153
H -0.05061 -2.12617 0.45877 -0.321 -1.735 -1.028
H -1.09271 -0.27371 -3.05396 0.486 -0.483 -0.215
```
Forces are in eV/Å.

Computed properties:
Kohn-Sham gap (alpha / beta): 6.9 / 6.6 eV
M: 260.1 g/mol
Charge: +2
HOMO level (alpha / beta): -16.97 / -16.49 eV

Here are the Löwdin charges for atoms 1 to 6, given in e: 0.05 0.08 0.01 0.05 0.09 -0.06

***

(3)
The following is a DFT calculation (ωB97M-V/def2-TZVPD) of 2 unconnected molecules or ions with the total composition C8H9IS2.

Geometry as XYZ:
```
20
Properties=species:S:1:pos:R:3:forces:R:3
C -1.86037 -1.95613 -0.77082 -1.092 0.939 1.876
C -2.31856 -1.22958 0.32816 1.232 0.264 -2.052
C -0.99714 -1.38214 -1.65440 0.217 -0.711 0.089
C -1.75768 0.01427 0.47454 -1.994 0.407 1.864
C -0.46942 -0.14610 -1.51786 -0.943 1.491 2.825
C -0.82291 0.57340 -0.35035 0.163 -0.529 -1.847
C 3.19356 -0.16436 1.39871 -2.580 1.853 -1.199
C -0.26161 1.84076 0.08129 0.559 0.936 0.282
S -0.07788 2.04758 1.68170 0.351 0.580 0.642
S 0.21535 3.13326 -1.03611 -0.615 -1.434 -0.857
I 3.08441 -0.69711 -0.72307 0.280 0.184 1.017
H -2.22438 -2.93314 -0.86598 -0.262 -1.346 -0.593
H -3.11737 -1.54700 0.93288 -0.643 -0.490 0.833
H -0.62805 -2.04393 -2.34816 0.803 -1.067 -2.095
H -2.19418 0.61780 1.26859 0.452 0.000 -0.049
H 0.27254 0.29023 -2.08467 1.387 0.411 -1.669
H 2.24239 0.50987 1.59635 2.587 -0.928 -0.351
H 4.18039 0.09253 1.69353 0.688 1.421 -0.338
H 3.07288 -1.00385 1.97421 -0.898 -2.535 0.903
H 0.46802 3.98364 -0.07854 0.309 0.555 0.719
```
Forces are in eV/Å.

Computed properties:
Kohn-Sham gap: 7.9 eV
M: 296.2 g/mol
HOMO level: -8.56 eV

Here are the Löwdin charges for atoms 1 to 6, given in e: -0.06 -0.04 -0.09 -0.11 -0.07 -0.36

***

(4)
The following is a DFT calculation (ωB97M-V/def2-TZVPD) of a molecular structure, C8H9MnN3O2S.

Geometry as XYZ:
```
24
Properties=species:S:1:pos:R:3:forces:R:3
Mn -0.03468 -1.45573 1.44875 -0.095 0.196 -0.096
N -2.83202 1.05376 3.53514 0.008 -0.023 -0.003
C -1.87108 0.46817 2.75844 -0.138 0.188 0.112
S -1.02784 -0.89813 3.44911 0.014 -0.243 -0.066
N -1.67915 0.97240 1.58180 0.190 -0.158 -0.114
N -0.68860 0.29042 0.86726 -0.116 0.075 0.146
C -0.26086 0.92282 -0.16617 -0.034 0.066 -0.094
C 0.76935 0.46774 -1.07117 -0.052 0.074 0.030
C 1.02890 1.25639 -2.20344 0.046 -0.034 -0.017
C 2.01031 0.91539 -3.10489 -0.011 -0.010 0.025
C 2.76654 -0.23684 -2.87204 0.049 -0.020 -0.025
C 2.53978 -1.02519 -1.76604 -0.034 0.067 -0.004
C 1.53537 -0.69497 -0.84141 0.009 -0.056 -0.046
O 1.34446 -1.47148 0.20576 -0.074 -0.239 0.101
H -2.79968 0.86235 4.52084 0.000 -0.008 -0.013
H -3.12265 1.97751 3.25846 -0.008 -0.008 0.002
H -0.71188 1.89340 -0.36211 -0.014 -0.010 -0.018
H 0.43643 2.15124 -2.35732 -0.001 -0.003 0.005
H 2.19639 1.52992 -3.97464 0.005 -0.002 -0.002
H 3.54710 -0.51657 -3.56903 -0.008 0.007 -0.006
H 3.12391 -1.91628 -1.57898 0.001 -0.003 0.002
O -1.75896 -2.38662 0.69413 0.135 0.217 0.044
H -2.14243 -1.72366 0.09927 0.014 -0.104 0.045
H -2.36869 -2.43606 1.44828 0.112 0.032 -0.006
```
Forces are in eV/Å.

Computed properties:
2S+1: 2
Kohn-Sham gap (alpha / beta): 8.0 / 8.0 eV
M: 266.2 g/mol
Expectation value of S²: 0.782
HOMO level (alpha / beta): -7.85 / -7.83 eV

Here are the Löwdin charges for atoms 1 to 6, given in e: 0.51 0.05 -0.87 0.60 0.00 -0.14

***

- Among the records above, which one has the lowest M?
  C8H9IN

***

Repeat the fourth record exactly.
The following is a DFT calculation (ωB97M-V/def2-TZVPD) of a molecular structure, C8H9MnN3O2S.

Geometry as XYZ:
```
24
Properties=species:S:1:pos:R:3:forces:R:3
Mn -0.03468 -1.45573 1.44875 -0.095 0.196 -0.096
N -2.83202 1.05376 3.53514 0.008 -0.023 -0.003
C -1.87108 0.46817 2.75844 -0.138 0.188 0.112
S -1.02784 -0.89813 3.44911 0.014 -0.243 -0.066
N -1.67915 0.97240 1.58180 0.190 -0.158 -0.114
N -0.68860 0.29042 0.86726 -0.116 0.075 0.146
C -0.26086 0.92282 -0.16617 -0.034 0.066 -0.094
C 0.76935 0.46774 -1.07117 -0.052 0.074 0.030
C 1.02890 1.25639 -2.20344 0.046 -0.034 -0.017
C 2.01031 0.91539 -3.10489 -0.011 -0.010 0.025
C 2.76654 -0.23684 -2.87204 0.049 -0.020 -0.025
C 2.53978 -1.02519 -1.76604 -0.034 0.067 -0.004
C 1.53537 -0.69497 -0.84141 0.009 -0.056 -0.046
O 1.34446 -1.47148 0.20576 -0.074 -0.239 0.101
H -2.79968 0.86235 4.52084 0.000 -0.008 -0.013
H -3.12265 1.97751 3.25846 -0.008 -0.008 0.002
H -0.71188 1.89340 -0.36211 -0.014 -0.010 -0.018
H 0.43643 2.15124 -2.35732 -0.001 -0.003 0.005
H 2.19639 1.52992 -3.97464 0.005 -0.002 -0.002
H 3.54710 -0.51657 -3.56903 -0.008 0.007 -0.006
H 3.12391 -1.91628 -1.57898 0.001 -0.003 0.002
O -1.75896 -2.38662 0.69413 0.135 0.217 0.044
H -2.14243 -1.72366 0.09927 0.014 -0.104 0.045
H -2.36869 -2.43606 1.44828 0.112 0.032 -0.006
```
Forces are in eV/Å.

Computed properties:
2S+1: 2
Kohn-Sham gap (alpha / beta): 8.0 / 8.0 eV
M: 266.2 g/mol
Expectation value of S²: 0.782
HOMO level (alpha / beta): -7.85 / -7.83 eV

Here are the Löwdin charges for atoms 1 to 6, given in e: 0.51 0.05 -0.87 0.60 0.00 -0.14

***

- What is the formula in the fourth record?
  C8H9MnN3O2S

***

- Which value of M does entry 2 give?
  260.1 g/mol